Entry 1:
{
  "formula": "C9H14N2OS",
  "method": "ωB97M-V/def2-TZVPD",
  "symbols": ["S", "O", "N", "N", "C", "C", "C", "C", "C", "C", "C", "C", "C", "H", "H", "H", "H", "H", "H", "H", "H", "H", "H", "H", "H", "H", "H"],
  "positions_angstrom": [[-0.14615, -0.65374, 1.97920], [0.12769, 0.68983, 2.43300], [0.03258, 0.31202, -1.89730], [-1.32512, 0.07926, -1.79188], [2.21360, 0.37557, -0.62228], [-2.66945, -1.65149, 1.20410], [3.00307, 0.38690, -2.01747], [-1.95089, -0.90238, 2.38705], [0.75214, 0.06633, -0.80406], [-2.85583, -0.67591, 0.05325], [-1.50943, -0.33821, -0.57769], [2.27527, 1.76793, 0.13332], [-0.30893, -0.42462, 0.20585], [3.22308, -0.64964, -2.23847], [-1.90479, -1.40809, 3.33158], [1.89092, 2.54390, -0.56882], [2.37641, 0.67946, -2.85880], [1.55646, 1.72842, 0.99810], [3.27550, 2.09371, 0.50621], [-3.52434, -1.29704, -0.68490], [-3.62011, -1.88853, 1.58003], [-2.37845, 0.04659, 2.53695], [0.46917, 0.75928, -2.81433], [2.70920, -0.34421, 0.08165], [-2.22629, -2.49918, 0.82651], [3.82220, 1.05133, -1.81010], [-3.30752, 0.15252, 0.42931]],
  "charge": 0,
  "largest_force_ev_per_a": 5.00,
  "total_energy_ev": -25420.501,
  "e_above_lowest_kcal_mol": 88.76
}

=====

Entry 2:
{
  "formula": "C5H6N2O2",
  "method": "ωB97M-V/def2-TZVPD",
  "symbols": ["O", "O", "N", "N", "C", "C", "C", "C", "C", "H", "H", "H", "H", "H", "H"],
  "positions_angstrom": [[-0.67307, -0.78465, -0.84423], [-3.16308, -0.56024, 0.19113], [0.37359, -1.00736, 0.28044], [2.77984, -0.94880, 0.21327], [0.25398, 1.60707, -0.12010], [-1.71635, -0.14381, -0.17310], [1.78953, -0.22305, 0.08433], [-1.13010, 0.95643, 0.38356], [1.58905, 1.14168, -0.15020], [3.89860, -0.51173, 0.18633], [0.64141, -1.91830, 0.42561], [-1.73515, 1.85490, 0.18055], [-1.38249, 0.64779, 1.64274], [2.53055, 1.67747, -0.58972], [-0.05432, 2.67224, -0.22355]],
  "charge": 0,
  "largest_force_ev_per_a": 10.14,
  "total_energy_ev": -12348.275,
  "e_above_lowest_kcal_mol": 215.52,
  "smiles": "[H]/N=C1\\C=CCC(=O)ON1"
}

=====

Entry 3:
{
  "formula": "CHNO2P",
  "method": "ωB97M-V/def2-TZVPD",
  "symbols": ["P", "O", "O", "N", "C", "H"],
  "positions_angstrom": [[-1.69474, -0.16366, 0.22018], [-1.22832, -1.76125, -0.13170], [-0.21372, 0.73649, 0.01903], [-1.23202, 0.02218, 3.10069], [-1.32240, -0.20409, 1.95344], [0.30127, 0.33096, -0.79518]],
  "charge": -1,
  "largest_force_ev_per_a": 6.14,
  "total_energy_ev": -15928.346,
  "e_above_lowest_kcal_mol": 20.16,
  "smiles": "N#CP([O-])O"
}

=====

Entry 4:
{
  "formula": "C39H72O39",
  "method": "ωB97M-V/def2-TZVPD",
  "symbols": ["O", "O", "O", "O", "O", "O", "O", "O", "O", "O", "O", "O", "O", "O", "O", "O", "O", "O", "O", "O", "O", "O", "O", "O", "O", "O", "O", "O", "O", "O", "O", "O", "O", "O", "O", "O", "O", "O", "O", "C", "C", "C", "C", "C", "C", "C", "C", "C", "C", "C", "C", "C", "C", "C", "C", "C", "C", "C", "C", "C", "C", "C", "C", "C", "C", "C", "C", "C", "C", "C", "C", "C", "C", "C", "C", "C", "C", "C", "H", "H", "H", "H", "H", "H", "H", "H", "H", "H", "H", "H", "H", "H", "H", "H", "H", "H", "H", "H", "H", "H", "H", "H", "H", "H", "H", "H", "H", "H", "H", "H", "H", "H", "H", "H", "H", "H", "H", "H", "H", "H", "H", "H", "H", "H", "H", "H", "H", "H", "H", "H", "H", "H", "H", "H", "H", "H", "H", "H", "H", "H", "H", "H", "H", "H", "H", "H", "H", "H", "H", "H"],
  "positions_angstrom": [[1.69016, 2.08357, -3.01384], [2.48155, 0.47869, 4.93712], [-2.31979, -4.34261, -4.62006], [-2.90204, 3.97141, 1.76083], [-0.32073, -2.05602, 1.34011], [1.05511, -0.66650, 6.22217], [4.50359, 3.02448, -1.13742], [-6.36800, 0.45504, 1.50170], [-4.82562, 3.50257, 2.81800], [-1.01002, -3.76787, -3.02888], [-4.34038, -1.05297, -3.53172], [1.24902, 5.27955, 2.76826], [3.95717, -0.73614, -2.96112], [1.98975, -7.35764, 0.58940], [-2.28702, -0.80211, -2.65540], [1.44156, -6.21508, -1.26884], [1.95890, 1.30365, 6.83972], [3.16230, -1.02918, -5.04260], [-4.20361, -1.88576, 4.22517], [6.39681, 2.61809, -2.24026], [-3.00273, -4.67405, -2.49873], [-0.35907, 3.00198, -2.72928], [-6.32249, -2.49424, 3.84033], [-6.80804, 2.03385, -0.05518], [1.08268, 3.80910, -4.25315], [-4.84473, 0.94502, 0.05974], [1.49664, 3.36512, 1.63549], [-1.23673, -0.02822, 1.44621], [4.64097, -2.68056, 2.42040], [1.83198, -0.52029, -3.30353], [-2.99836, 2.23007, 2.99566], [1.52521, 5.36764, 0.62432], [1.98062, -5.09534, 0.48434], [5.77437, -0.75831, 2.45468], [-2.69226, -0.31014, -4.83143], [4.74852, -1.32990, 0.64796], [-4.83810, -2.45505, 2.20890], [0.32719, -0.44025, -0.05147], [5.17813, 4.49623, -2.53528], [1.81727, 4.71940, -0.61726], [2.97947, -0.83635, -3.87311], [-4.39943, 1.76832, -0.97947], [-3.79385, -0.55207, -5.70408], [-4.45643, -1.65782, 5.60171], [5.46145, 3.31270, -1.99309], [-0.29991, 0.77496, -0.53448], [0.68264, 2.94295, -3.29071], [4.59032, 1.74127, -0.46720], [2.40494, -4.98605, 1.84634], [2.42538, 3.55184, -4.61826], [3.83370, -2.12526, -0.10755], [5.95732, 4.83637, -3.67497], [5.28858, -0.89829, -3.42854], [-7.62801, 0.64003, 2.16298], [-6.08789, 1.23121, 0.45133], [1.01423, -7.41550, -1.89107], [-3.63618, -4.54048, -5.12589], [2.70431, 2.16628, -4.01785], [1.77035, 0.26815, 6.01010], [-0.59592, -3.70647, -1.67835], [0.84408, 4.56441, 3.92633], [-2.20101, -4.28238, -3.28194], [-1.22291, 1.14614, 0.62494], [-3.03784, -0.71222, -3.57307], [1.53090, 1.14869, 8.18972], [-3.55818, -2.01714, 1.78347], [-4.97427, -0.67894, -4.76235], [1.84602, -6.31738, -0.00679], [-3.69198, 1.28154, 3.80286], [1.42276, 4.55737, 1.66784], [-3.69583, 3.24593, 2.53182], [-0.41012, -0.95154, 0.94855], [5.01980, -1.69104, 1.88357], [-5.21190, -2.28180, 3.46698], [6.25176, -1.05095, 3.75343], [-3.47964, 5.14441, 1.13412], [0.75226, -0.39618, -4.25349], [2.50355, -0.57931, 4.02717], [1.08349, 5.11221, -1.31793], [-5.27016, -0.93589, 5.69839], [3.13978, -1.41489, -0.55221], [-4.72588, -2.56608, 6.13789], [-3.60857, -2.02349, 0.69517], [-3.46769, 1.39647, -1.40773], [-3.10961, 5.99603, 1.69815], [-4.06510, 1.79734, 4.68691], [0.59716, -7.12034, -2.84826], [6.97160, 4.46238, -3.52876], [-0.13738, -0.14033, -3.70114], [2.83781, 4.95378, -0.90453], [-1.33170, -3.15938, -1.08894], [3.59731, 1.53338, -0.08440], [-3.55534, -1.23060, 6.03351], [0.45011, 1.52808, -0.72025], [-7.42341, 0.68598, 3.23210], [4.28843, -2.66835, -0.92897], [2.54673, 1.34783, -4.72296], [5.44654, -1.31681, 4.44210], [3.71427, 2.13548, -3.62213], [2.13932, 1.75845, 8.84836], [-4.56204, 5.07493, 1.22335], [-2.99085, 0.48931, 4.01054], [3.20053, -2.71365, 0.54420], [-0.93925, 2.03576, 1.18257], [-5.49810, 0.26066, -4.58132], [4.96668, 1.01225, -1.18064], [-3.58261, -1.35649, -6.40877], [-4.05654, -5.49925, -4.82274], [5.28766, 1.77573, 0.37095], [-3.16849, 5.15024, 0.09752], [-3.33727, -1.02434, 2.15215], [0.75868, -1.29813, -4.85785], [5.49377, 4.51340, -4.60017], [-8.24378, -0.24094, 1.99196], [-4.19412, 2.79299, -0.65984], [5.55355, -1.95652, -3.47030], [-3.57288, -4.51628, -6.21081], [-8.12745, 1.55044, 1.85158], [1.63127, 0.10352, 8.49423], [3.44015, -5.28624, 1.99111], [-2.78188, -2.73541, 2.04796], [-2.24596, 1.39397, 0.32514], [0.11568, 3.79458, 3.67735], [-5.09882, 1.80082, -1.81706], [0.46787, 5.29604, 4.62885], [6.83441, -0.20781, 4.10069], [5.93445, -0.47654, -2.65801], [2.59723, 3.57228, -5.69071], [1.00966, 0.41869, -4.93915], [-0.84924, 0.48997, -1.43026], [-5.69943, -1.43762, -5.04692], [1.71987, 3.63923, -0.56886], [-4.56798, 0.90529, 3.27052], [-4.29594, -3.73303, -4.79525], [0.38058, -3.24509, -1.56694], [1.54805, -1.10130, 4.13065], [3.04857, 4.29779, -4.12098], [1.80108, -8.16034, -2.00089], [0.22519, -7.88643, -1.29754], [1.70875, 4.04379, 4.33801], [6.09507, 5.91820, -3.67001], [6.89334, -1.94099, 3.79400], [0.47794, 1.41101, 8.30929], [3.26029, -1.33409, 4.23625], [-0.47610, -4.69386, -1.23592], [-3.92049, 0.32552, -6.34543], [2.43115, -3.91530, 2.03092], [1.67102, -5.42135, 2.51648], [2.57549, -0.25422, 2.99507], [5.45129, -0.39508, -4.37540]],
  "charge": 0,
  "largest_force_ev_per_a": 2.28,
  "total_energy_ev": -121463.393,
  "e_above_lowest_kcal_mol": 5.02
}

=====

Entry 5:
{
  "formula": "C2H5Cl3SSi",
  "method": "ωB97M-V/def2-TZVPD",
  "symbols": ["Cl", "Cl", "Cl", "S", "Si", "C", "C", "H", "H", "H", "H", "H"],
  "positions_angstrom": [[-2.77637, 0.96326, 0.61113], [-2.07244, -0.13821, 3.67426], [0.03061, 1.71099, 2.02159], [1.91591, 1.45788, -1.24754], [-1.35984, 0.26710, 1.81683], [0.63711, 0.26522, -1.49963], [0.66257, -1.01675, -1.14437], [1.44385, -1.54977, -0.82618], [-0.20351, 0.55647, -1.99767], [2.88452, 0.38547, -1.37529], [-0.11320, -1.76628, -1.45984], [-1.04922, -1.13539, 1.42670]],
  "charge": 0,
  "largest_force_ev_per_a": 4.06,
  "total_energy_ev": -58437.847,
  "e_above_lowest_kcal_mol": 48.29,
  "smiles": "Cl[SiH](Cl)Cl.C=CS"
}

=====

Among the records above, which one has the lowest charge? CHNO2P